## one
A 2-piece molecular cluster, C4H6N2O overall. Source: the Open Molecules 2025 dataset; level of theory: ωB97M-V/def2-TZVPD.

Values from the calculation:
* E_LUMO: 0.50 eV
* E_HOMO: -8.89 eV
* orbital gap: 9.386 eV

```
13
C4H6N2O, DFT ωB97M-V/def2-TZVPD
C 0.8770 -1.8294 2.4294
C 0.2188 -1.8650 0.0943
C 0.1490 -1.3903 1.2852
C -0.4998 1.3895 -0.6294
N 1.5459 -2.1628 3.3078
N -0.1152 2.5488 -0.9793
O -0.9106 0.5715 -1.5515
H -0.3101 -1.4276 -0.7614
H 0.7775 -2.7969 -0.1046
H -0.5213 -0.4356 1.5643
H -0.4470 3.0202 -1.8809
H 0.0132 3.3393 -0.3666
H -0.7774 1.0383 -2.4074
```

## two
One molecule with the formula C4H6N2O. Source: the Open Molecules 2025 dataset; level of theory: ωB97M-V/def2-TZVPD.

Values from the calculation:
* E_LUMO: 0.95 eV
* E_HOMO: -8.73 eV
* orbital gap: 9.677 eV

```
13
C4H6N2O, DFT ωB97M-V/def2-TZVPD
C -2.0451 0.0576 -0.1416
C -0.5572 0.0122 -0.0018
C 0.4425 -0.1967 -0.9282
C 1.6333 -0.0975 -0.1748
O 2.8836 -0.2297 -0.6653
N 1.4139 0.1474 1.1014
N 0.0640 0.2119 1.1838
H -2.4282 1.0720 0.0166
H -2.5338 -0.6059 0.5806
H -2.3382 -0.2621 -1.1445
H 0.3385 -0.3919 -1.9857
H 3.4878 -0.1034 0.0801
H -0.3611 0.3860 2.0794
```

Energy above the most stable structure, in eV: one 3.121; two 0.000

## one
One molecule with the formula C4H6N2O. Source: the Open Molecules 2025 dataset; level of theory: ωB97M-V/def2-TZVPD.

Values from the calculation:
* E_LUMO: 0.71 eV
* E_HOMO: -8.04 eV
* orbital gap: 8.748 eV

```
13
C4H6N2O, DFT ωB97M-V/def2-TZVPD
N -1.7404 0.8088 -0.1885
C -0.4475 0.4162 -0.2708
C 0.0025 -0.9040 0.3291
N 1.2225 -1.1121 -0.4245
C 1.7605 0.0166 -0.9258
O 0.2958 -0.7073 1.6959
C 0.6663 0.9993 -0.7853
H -2.4099 0.2759 0.3426
H -1.9956 1.7578 -0.4083
H -0.7100 -1.7310 0.2899
H 1.7680 -1.9435 -0.2539
H 0.8415 0.0970 1.7202
H 0.7464 2.0264 -1.1206
```

## two
A 2-piece molecular cluster, C4H6N2O overall. Source: the Open Molecules 2025 dataset; level of theory: ωB97M-V/def2-TZVPD.

Values from the calculation:
* E_LUMO: 0.48 eV
* E_HOMO: -9.37 eV
* orbital gap: 9.850 eV

```
13
C4H6N2O, DFT ωB97M-V/def2-TZVPD
N -2.6377 0.5550 -1.0869
C -1.7406 0.2334 -0.3387
O -1.1556 -0.7604 0.3141
C 0.1765 -1.1567 -0.0494
C 1.2573 -0.2783 0.5918
C 1.6072 0.9051 -0.2006
N 1.9046 1.8150 -0.8491
H -1.9446 1.4892 -0.2542
H -1.0918 1.4031 0.3487
H 0.2771 -1.1962 -1.1385
H 0.2560 -2.1679 0.3515
H 0.9241 0.0330 1.5869
H 2.1675 -0.8743 0.7243
```

Energy above the most stable structure, in eV: one 0.000; two 3.247

## one
One molecule with the formula C4H6N2O. Source: the Open Molecules 2025 dataset; level of theory: ωB97M-V/def2-TZVPD.

Values from the calculation:
* E_LUMO: 0.82 eV
* E_HOMO: -8.67 eV
* orbital gap: 9.486 eV

```
13
C4H6N2O, DFT ωB97M-V/def2-TZVPD
C -1.9731 0.4581 -0.4517
O -0.9207 -0.1938 -1.1618
C 0.2524 -0.1186 -0.4923
C 1.2728 0.7865 -0.4652
N 2.1973 0.4199 0.4888
C 1.7364 -0.6798 1.0256
N 0.5508 -1.0550 0.4729
H -1.9774 1.5337 -0.6643
H -1.8516 0.3085 0.6279
H -2.9131 0.0077 -0.7754
H 1.3923 1.6830 -1.0601
H 2.1982 -1.2431 1.8252
H 0.0357 -1.9073 0.6305
```

## two
One molecule with the formula C4H6N2O. Source: the Open Molecules 2025 dataset; level of theory: ωB97M-V/def2-TZVPD.

Values from the calculation:
* E_LUMO: 0.52 eV
* E_HOMO: -9.17 eV
* orbital gap: 9.691 eV

```
13
C4H6N2O, DFT ωB97M-V/def2-TZVPD
C 0.4903 -0.1050 -1.4354
N -0.7966 0.3337 -1.4237
N -1.7025 -0.0894 -0.4470
C -1.2115 -0.0793 0.8121
O -0.1120 0.5240 1.2324
C 1.3563 0.3170 0.9508
C 1.3695 -0.7515 -0.0661
H 1.0960 0.1365 -2.3989
H -1.8302 -0.6170 1.7294
H 1.6729 -0.2225 1.9899
H 1.9262 1.3703 0.5791
H 2.4209 -1.0566 -0.3276
H 1.0774 -1.7996 0.0948
```

## three
One molecule with the formula C4H6N2O. Source: the Open Molecules 2025 dataset; level of theory: ωB97M-V/def2-TZVPD.

Values from the calculation:
* E_LUMO: 0.65 eV
* E_HOMO: -8.65 eV
* orbital gap: 9.298 eV

```
13
C4H6N2O, DFT ωB97M-V/def2-TZVPD
N 0.1879 2.1299 -0.6149
C 0.0058 0.8275 -0.1901
C 0.0338 -0.3449 -0.8463
C -0.4132 -1.4078 0.1271
O 0.2858 -2.6154 0.1045
N -0.4881 -0.7491 1.4448
C -0.3418 0.4978 1.2157
H 0.4465 2.7870 0.1073
H 0.7426 2.2439 -1.4509
H 0.2389 -0.5278 -1.8944
H -1.4599 -1.6759 -0.0710
H 1.2289 -2.4133 0.0696
H -0.4673 1.2481 1.9987
```

Energy above the most stable structure, in eV: one 0.000; two 4.455; three 0.231

## one
One molecule with the formula CH4O3S. Source: the Open Molecules 2025 dataset; level of theory: ωB97M-V/def2-TZVPD.

Values from the calculation:
* E_LUMO: 0.68 eV
* E_HOMO: -10.01 eV
* orbital gap: 10.687 eV

```
9
CH4O3S, DFT ωB97M-V/def2-TZVPD
C -0.6121 -0.0493 0.6953
H -0.7938 -0.8032 -1.0554
H -0.9343 -0.9301 1.2794
H -0.8404 0.8805 1.1984
H 0.5744 1.2221 -1.0358
O -1.1679 -0.0260 -0.5780
O 1.3274 1.2325 -0.3797
O 1.2367 -1.3233 -0.5500
S 1.2100 -0.2032 0.4258
```

## two
One molecule with the formula CH4O3S. Source: the Open Molecules 2025 dataset; level of theory: ωB97M-V/def2-TZVPD.

Values from the calculation:
* E_LUMO: 0.73 eV
* E_HOMO: -9.88 eV
* orbital gap: 10.604 eV

```
9
CH4O3S, DFT ωB97M-V/def2-TZVPD
C -0.7191 -0.6925 0.0438
O 1.4403 -0.4213 -1.4714
O 2.6178 1.4710 0.3940
O 1.2049 1.1508 0.3950
S 1.1111 -0.4599 -0.0631
H -0.6567 -1.1849 -0.9318
H -1.2743 0.2717 0.1061
H -0.8800 -1.4482 0.7155
H 2.9439 1.0457 -0.4982
```

Energy above the most stable structure, in eV: one 0.000; two 3.273

## one
One molecule with the formula CH4O3S. Source: the Open Molecules 2025 dataset; level of theory: ωB97M-V/def2-TZVPD.

Values from the calculation:
* E_LUMO: -0.32 eV
* E_HOMO: -10.26 eV
* orbital gap: 9.938 eV

```
9
CH4O3S, DFT ωB97M-V/def2-TZVPD
C 1.1154 -0.8213 -0.0481
O 0.0874 1.1679 1.4310
O -2.3904 0.8420 -0.5725
O -0.8554 0.2841 -0.6356
S -0.2807 -0.0864 0.8927
H 1.0588 -0.6501 -1.0576
H 1.1668 -1.9818 -0.0778
H 2.1863 -0.3767 0.2177
H -2.0883 1.6223 -0.1498
```

## two
A 2-piece molecular cluster, CH4O3S overall. Source: the Open Molecules 2025 dataset; level of theory: ωB97M-V/def2-TZVPD.

Values from the calculation:
* E_LUMO: 0.39 eV
* E_HOMO: -10.01 eV
* orbital gap: 10.402 eV

```
9
CH4O3S, DFT ωB97M-V/def2-TZVPD
C 1.6482 0.3491 0.3664
O 1.6504 -0.7112 -0.3535
O 0.6982 0.9102 0.8237
O -0.8897 -0.8645 -0.7492
S -1.4984 0.3519 -0.1092
H 2.6610 0.7559 0.5755
H 0.6728 -0.9527 -0.6371
H -2.7606 0.2645 -0.9591
H -2.1817 -0.1035 1.0426
```

## three
A 2-piece molecular cluster, CH4O3S overall. Source: the Open Molecules 2025 dataset; level of theory: ωB97M-V/def2-TZVPD.

Values from the calculation:
* E_LUMO: -0.39 eV
* E_HOMO: -10.33 eV
* orbital gap: 9.940 eV

```
9
CH4O3S, DFT ωB97M-V/def2-TZVPD
C -1.9058 0.6241 -1.6236
O 0.4427 -0.6240 -1.8433
O 1.8738 0.0633 2.8065
O 2.0696 -0.4834 1.4928
S -0.9710 -0.5253 -2.2550
H -1.5237 1.3959 -1.0238
H 1.2959 -0.1446 0.9589
H -2.9190 0.3676 -1.8534
H 1.6374 -0.6735 3.3409
```

Energy above the most stable structure, in eV: one 2.919; two 0.000; three 2.759

## one
One molecule with the formula C2H3N3O. Source: the Open Molecules 2025 dataset; level of theory: ωB97M-V/def2-TZVPD.

Values from the calculation:
* E_LUMO: 0.70 eV
* E_HOMO: -8.47 eV
* orbital gap: 9.174 eV

```
9
C2H3N3O, DFT ωB97M-V/def2-TZVPD
N 0.3348 1.0641 0.5300
C -0.4881 0.0551 0.1524
C -0.2218 -1.0292 -0.6406
N 0.9930 -1.1401 -1.0838
N 2.0100 -1.3609 -1.5362
O -1.7229 0.2304 0.6483
H 0.0158 1.7038 1.2403
H 1.3264 0.9932 0.3697
H -2.2474 -0.5163 0.3199
```

## two
One molecule with the formula C2H3N3O. Source: the Open Molecules 2025 dataset; level of theory: ωB97M-V/def2-TZVPD.

Values from the calculation:
* E_LUMO: 0.59 eV
* E_HOMO: -9.74 eV
* orbital gap: 10.337 eV

```
9
C2H3N3O, DFT ωB97M-V/def2-TZVPD
O -1.9130 -0.5423 0.0952
C -0.6990 -0.0419 -0.1190
N -0.3721 1.0415 -0.7336
N 1.0303 1.0617 -0.7356
C 1.4393 0.0341 -0.0763
N 0.3715 -0.7447 0.4065
H -2.5476 0.0976 -0.2542
H 2.4755 -0.2726 0.0124
H 0.2150 -0.6334 1.4046
```

Energy above the most stable structure, in eV: one 1.149; two 0.000

## one
One molecule with the formula C2H3N3O. Source: the Open Molecules 2025 dataset; level of theory: ωB97M-V/def2-TZVPD.

Values from the calculation:
* E_LUMO: 0.75 eV
* E_HOMO: -10.20 eV
* orbital gap: 10.957 eV

```
9
C2H3N3O, DFT ωB97M-V/def2-TZVPD
O -1.9438 -0.0076 0.0861
N -0.5566 0.1158 -0.1193
C 0.2174 1.1577 -0.0938
N 1.4300 0.5929 0.0809
C 1.3287 -0.6668 0.0669
N 0.0509 -1.1141 -0.1727
H -2.1155 -0.9092 0.4826
H -0.2238 2.1850 0.1129
H 2.1426 -1.3228 0.3552
```

## two
One molecule with the formula C2H3N3O. Source: the Open Molecules 2025 dataset; level of theory: ωB97M-V/def2-TZVPD.

Values from the calculation:
* E_LUMO: 0.89 eV
* E_HOMO: -9.71 eV
* orbital gap: 10.604 eV

```
9
C2H3N3O, DFT ωB97M-V/def2-TZVPD
O 2.2307 -0.1421 0.0153
C 0.8798 -0.1551 0.1122
N 0.0813 -1.2236 -0.2358
C -1.1304 -0.7105 -0.1520
N -1.0481 0.6114 0.2086
N 0.2394 0.9447 0.4202
H 2.4432 0.5931 -0.5816
H -2.0670 -1.2083 -0.4183
H -1.6928 1.2924 0.5934
```

## three
One molecule with the formula C2H3N3O. Source: the Open Molecules 2025 dataset; level of theory: ωB97M-V/def2-TZVPD.

Values from the calculation:
* E_LUMO: 0.23 eV
* E_HOMO: -9.01 eV
* orbital gap: 9.245 eV

```
9
C2H3N3O, DFT ωB97M-V/def2-TZVPD
N -1.4242 0.0945 0.2241
C -0.3596 -0.5326 -0.3128
C 1.0325 -0.1298 -0.2494
N 1.5765 0.8471 0.4121
N 2.0304 1.7178 0.9932
O -0.4647 -1.5877 -0.9401
H -2.3066 -0.3544 0.0377
H -1.4004 0.9950 0.6668
H 1.3162 -1.0499 -0.8317
```

## four
C2H3N3O as an isolated structure. Source: the Open Molecules 2025 dataset; level of theory: ωB97M-V/def2-TZVPD.

Values from the calculation:
* E_LUMO: -0.47 eV
* E_HOMO: -9.92 eV
* orbital gap: 9.450 eV

```
9
C2H3N3O, DFT ωB97M-V/def2-TZVPD
C -0.1611 0.0351 -1.2752
C 0.2460 0.5471 0.7845
N 0.3593 0.9921 -0.6125
N -0.5445 -1.0919 -0.6337
N -0.1385 -0.8594 0.5673
O -0.0231 -1.6448 1.4472
H -0.2335 0.0073 -2.6769
H 1.1225 0.8331 1.3727
H -0.6271 1.1815 1.0266
```

Energy above the most stable structure, in eV: one 2.559; two 0.000; three 1.560; four 3.949

## one
One molecule with the formula C2H3N3O. Source: the Open Molecules 2025 dataset; level of theory: ωB97M-V/def2-TZVPD.

Values from the calculation:
* E_LUMO: -0.16 eV
* E_HOMO: -9.08 eV
* orbital gap: 8.916 eV

```
9
C2H3N3O, DFT ωB97M-V/def2-TZVPD
C 0.4914 -0.3524 0.8590
C -0.2735 0.1516 -0.3269
N -0.3242 1.4535 -0.8218
O 0.3722 2.2414 -0.2011
N -1.4333 -1.3433 -1.8766
N -0.9035 -0.6742 -1.1393
H 0.4894 -1.4457 0.8864
H 1.5270 -0.0021 0.8074
H 0.0618 0.0155 1.7969
```

## two
One molecule with the formula C2H3N3O. Source: the Open Molecules 2025 dataset; level of theory: ωB97M-V/def2-TZVPD.

Values from the calculation:
* E_LUMO: 0.82 eV
* E_HOMO: -9.87 eV
* orbital gap: 10.683 eV

```
9
C2H3N3O, DFT ωB97M-V/def2-TZVPD
O -0.7651 -1.7796 -0.5078
C -0.3456 -0.5620 -0.1463
C 1.0200 -0.2474 0.1467
N 1.0684 0.9691 0.5777
N -0.2038 1.4410 0.5358
N -1.0889 0.4944 0.0213
H -1.7266 -1.7495 -0.6010
H 1.9334 -0.7916 -0.0090
H -0.0708 2.2533 -0.0529
```

Energy above the most stable structure, in eV: one 2.279; two 0.000